1.
The following is a DFT calculation (wB97M-V/def2-TZVPD) of C28H19Cl2CrN5O2Se2 as an isolated structure.

Structure (XYZ):
```
59
C28H19Cl2CrN5O2Se2 (wB97M-V/def2-TZVPD)
Cr 0.35560 0.80445 0.14480
O -0.80172 1.82609 1.29845
C -2.09436 1.88186 1.43284
C -2.63256 2.36487 2.64623
C -3.98911 2.45534 2.84146
C -4.88602 2.06738 1.84003
C -4.38470 1.59941 0.64824
C -3.00465 1.50629 0.41884
C -2.49741 1.01712 -0.85083
N -1.24430 0.67660 -1.13185
C -1.22153 0.19305 -2.42596
C -2.46805 0.26687 -2.94416
N -3.26307 0.78377 -1.94022
H -1.92738 2.66165 3.41163
H -4.36769 2.82741 3.78554
H -5.95340 2.12788 2.00028
H -5.08385 1.28275 -0.11823
H -0.31021 -0.19192 -2.84602
H -2.86128 -0.00300 -3.90701
H -4.24299 0.98958 -2.00761
Se 1.86130 3.28676 2.16917
Se 2.10383 0.37589 1.99680
C 0.67678 -0.85218 2.27247
C 0.51171 -1.71608 3.35219
C -0.56967 -2.57456 3.34560
C -1.46722 -2.55684 2.28068
C -1.24537 -1.66761 1.25081
N -0.19739 -0.84503 1.25772
C 1.74021 3.52701 0.29582
C 2.26508 4.71477 -0.23281
C 2.22264 4.94111 -1.58775
C 1.68222 3.96623 -2.42241
C 1.19920 2.81930 -1.84329
N 1.19955 2.60580 -0.51608
H 1.22665 -1.70265 4.16225
H -0.72008 -3.26050 4.16962
H -2.32083 -3.21836 2.25264
H -1.89522 -1.60314 0.38788
H 2.71153 5.43280 0.44031
H 2.62503 5.85837 -1.99824
H 1.65009 4.08588 -3.49534
H 0.80019 2.01452 -2.44421
Cl 4.20562 0.73971 -1.02955
C 3.59566 -0.88289 -1.00658
C 4.51215 -1.93808 -0.87229
C 4.06962 -3.22460 -0.84097
Cl 5.22377 -4.51643 -0.66036
C 2.68987 -3.52190 -0.95825
C 2.16415 -4.83295 -0.95268
C 0.82062 -5.01721 -1.09100
C -0.00373 -3.88370 -1.23883
N 0.43927 -2.65468 -1.24079
C 1.77498 -2.44952 -1.09787
C 2.23211 -1.08303 -1.09929
O 1.38142 -0.09510 -1.21663
H 5.56652 -1.71681 -0.78648
H 2.83649 -5.67258 -0.84318
H 0.38612 -6.00760 -1.09418
H -1.07619 -4.01161 -1.36132
```

Results
⟨S²⟩	6.034
spin multiplicity	5
gap between HOMO and LUMO (alpha / beta)	7.4 / 6.3	eV
highest occupied orbital energy (alpha / beta)	-7.06 / -7.51	eV
total charge	0

---

2.
The following is a DFT calculation (wB97M-V/def2-TZVPD) of C28H19Cl2IrN3O7S4Sb as an isolated structure.

Structure (XYZ):
```
65
C28H19Cl2IrN3O7S4Sb (wB97M-V/def2-TZVPD)
Ir 0.93089 0.00287 -1.40428
O -6.27529 -1.60079 -2.61201
N -5.37184 -0.87823 -3.06584
O -5.57837 -0.07281 -3.99797
C -4.09781 -0.96594 -2.49508
C -3.92454 -1.88161 -1.44929
C -2.69117 -2.03675 -0.81197
C -2.43419 -2.93900 0.25645
C -1.18851 -2.99934 0.81092
C -0.15534 -2.17640 0.33100
N -0.37626 -1.33409 -0.66033
C -1.60240 -1.25029 -1.22839
C -1.76231 -0.30704 -2.28906
N -0.65607 0.40551 -2.60790
C -0.69445 1.28979 -3.60190
C -1.86048 1.50682 -4.30851
C -3.01161 0.80418 -3.99277
C -2.99712 -0.14362 -2.95563
H -4.77485 -2.47036 -1.14422
H -3.23524 -3.57106 0.61725
H -0.97301 -3.68168 1.62197
H 0.84557 -2.19713 0.73627
H 0.22935 1.80538 -3.82134
H -1.86554 2.22909 -5.11234
H -3.92642 0.96778 -4.53546
S 2.05698 -4.09345 -1.52038
Sb 3.70931 -2.28074 -1.72801
S 1.81023 -1.50356 -2.96089
S 5.36265 -0.41722 -1.80382
S 4.97631 -2.77920 -3.76321
Cl 0.92609 7.07844 0.41492
C 0.72110 5.35443 0.24139
C -0.21105 4.68554 1.05562
C -0.38726 3.33818 0.93914
C 0.34959 2.56184 -0.00160
O 0.12416 1.29878 -0.02894
C 1.28592 3.25809 -0.81917
C 2.13925 2.64149 -1.78094
O 2.16637 1.46856 -2.18334
C 1.45413 4.65500 -0.66547
H -0.78663 5.25262 1.77550
H -1.09705 2.80925 1.56103
H 2.86814 3.30992 -2.25414
H 2.18111 5.16605 -1.28415
C 1.02288 -3.45834 3.46958
C 0.66951 -2.00588 3.60530
C -0.49841 -1.59412 4.22276
C -0.79918 -0.24368 4.32957
Cl -2.28057 0.24170 5.11481
C 0.05250 0.71304 3.82193
C 1.22931 0.31894 3.19475
C 1.53415 -1.03038 3.09032
O 2.64232 -1.52161 2.47057
C 3.57874 -0.59871 1.93731
C 2.98640 0.18579 0.76851
O 3.05034 1.39631 0.72351
O 2.38763 -0.60187 -0.07451
H 0.25281 -4.08583 3.91660
H 1.97675 -3.67281 3.95324
H 1.14154 -3.73762 2.42003
H -1.18370 -2.32926 4.62493
H -0.19527 1.76220 3.90192
H 1.88034 1.07295 2.77544
H 4.39835 -1.21657 1.56813
H 3.95124 0.09646 2.69222
```

Results
⟨S²⟩	8.814
spin multiplicity	6
gap between HOMO and LUMO (alpha / beta)	5.1 / 5.8	eV
highest occupied orbital energy (alpha / beta)	-3.45 / -6.01	eV
total charge	-1

---

3.
The following is a DFT calculation (wB97M-V/def2-TZVPD) of C28H20B3F12O34V2 as an isolated structure in a non-equilibrium geometry.

Structure (XYZ):
```
99
C28H20B3F12O34V2 (wB97M-V/def2-TZVPD)
O 0.33615 -0.98564 -5.57374
V 0.75208 -0.73897 -4.05814
O -1.81891 3.67197 4.46887
V -1.15983 3.65095 3.09449
O -0.77691 3.48770 0.92587
C -0.49095 3.69682 -0.25417
O -1.01656 4.59840 -0.97968
B -0.29286 4.68278 -2.23490
O 0.66111 3.55424 -2.20571
C 0.62514 2.99873 -1.03720
O 1.12453 1.92317 -0.69646
O 0.48218 5.92768 -2.39641
C 0.14419 6.62428 -3.42361
O 0.66047 7.66862 -3.95528
C -1.03066 5.81201 -4.00644
O -1.19663 4.67315 -3.37307
O -1.72549 6.16956 -4.98956
O -4.97374 1.56583 2.01910
C -4.71611 1.15817 0.85186
O -3.88779 1.72579 0.07775
B -3.67505 0.94974 -1.15284
O -4.56239 -0.24434 -0.98818
C -5.34699 -0.04036 0.10607
O -6.11829 -0.94596 0.48087
O -2.31741 0.50713 -1.31087
C -1.93148 0.76606 -2.47234
O -0.91500 0.32301 -2.99156
C -2.94110 1.69867 -3.15888
O -3.97083 1.72854 -2.36635
O -2.82599 2.23557 -4.27752
O 1.27656 -1.28312 -2.06400
C 1.07456 -1.27921 -0.85092
O 0.03453 -0.87772 -0.28702
B 0.20352 -0.79550 1.13724
O 1.60436 -1.17440 1.38781
C 2.21473 -1.45476 0.21270
O 3.40146 -1.67998 0.01997
O -0.90791 -1.68607 1.77547
C -1.81627 -0.91175 2.38678
O -2.90927 -1.31574 2.83133
C -1.29370 0.53078 2.29741
O -0.10854 0.52886 1.67419
O -1.81785 1.50858 2.71155
C 5.94146 -3.73114 -2.37453
C 4.49985 -3.22988 -2.55896
O 3.82432 -3.99353 -3.61477
C 2.76313 -3.57320 -4.22472
O 2.29618 -2.42707 -4.12886
C 2.10253 -4.64947 -5.14405
F 1.72721 -3.98431 -6.24942
F 2.85201 -5.60304 -5.54799
F 1.04270 -5.19676 -4.53356
H 6.42123 -3.76161 -3.35279
H 5.87429 -4.72475 -1.93142
H 6.45715 -3.14845 -1.61122
H 4.58319 -2.17298 -2.81219
H 3.92529 -3.28190 -1.63415
C -0.58506 -2.21847 5.61408
C -0.36129 -0.68324 5.88936
O 0.94897 -0.22042 5.42649
C 1.16701 1.03309 4.91422
O 0.37089 1.96093 4.85700
C 2.58524 1.11317 4.32384
F 3.42677 0.17408 4.83320
F 2.46190 1.08534 3.02209
F 3.06638 2.32599 4.69707
H -1.41554 -2.62566 6.19081
H 0.38903 -2.67991 5.77629
H -0.81649 -2.38659 4.56228
H -0.55051 -0.49785 6.94668
H -1.04583 -0.08765 5.28539
C -5.54309 0.06568 5.48806
C -6.00650 -0.70681 4.24874
O -5.38338 -1.99412 4.21131
C -5.67421 -2.87496 3.28853
O -6.55154 -2.63530 2.39927
C -4.94156 -4.21884 3.26851
F -4.65048 -4.68764 4.48073
F -5.73102 -5.16006 2.79315
F -3.79656 -4.20166 2.56846
H -5.49237 1.14308 5.33082
H -4.55816 -0.24287 5.83850
H -6.17350 0.00313 6.37506
H -5.61821 -0.08834 3.43953
H -7.08132 -0.85024 4.13787
C 4.52944 1.79747 -1.39994
C 4.00833 2.17320 -2.77289
O 4.78123 1.39908 -3.66119
C 4.45405 0.36292 -4.39499
O 3.26919 -0.05880 -4.45622
C 5.51331 -0.28343 -5.36692
F 5.48592 -1.62055 -5.52554
F 5.43454 0.33075 -6.55348
F 6.68772 0.00005 -4.87637
H 3.91582 2.36732 -0.70220
H 5.59688 1.98341 -1.28119
H 4.40914 0.73095 -1.20980
H 4.19115 3.24648 -2.82517
H 2.92210 2.25210 -2.81727
```

Results
⟨S²⟩	2.098
spin multiplicity	3
gap between HOMO and LUMO (alpha / beta)	3.5 / 4.1	eV
highest occupied orbital energy (alpha / beta)	-11.74 / -11.74	eV
total charge	+1

---

4.
The following is a DFT calculation (wB97M-V/def2-TZVPD) of C28H20Br2Cl3N5OSn as an isolated structure in a non-equilibrium geometry.

Structure (XYZ):
```
60
C28H20Br2Cl3N5OSn (wB97M-V/def2-TZVPD)
Sn 1.02805 -1.35238 0.28994
C 4.45558 5.21037 3.19233
C 5.43040 5.95939 3.89559
C 5.43530 5.48730 5.21392
C 4.32389 4.51206 5.31319
C 3.67701 4.41670 4.08266
H 4.41610 5.38585 2.15693
H 6.00500 6.81048 3.48519
H 6.03917 5.81240 6.08361
H 4.13303 3.99408 6.24409
H 2.87226 3.81657 3.73957
C 3.87802 -3.07615 0.19089
C 2.87217 -3.85592 -0.59878
C 3.07398 -4.96399 -1.47804
C 2.00409 -5.62476 -2.08420
C 0.65505 -5.24860 -1.80624
C -0.56744 -5.89586 -2.13690
Br -0.60457 -7.59699 -3.04554
C -1.85034 -5.43764 -1.82180
C -1.94481 -4.22302 -1.17413
Br -3.58146 -3.34207 -1.25514
C -0.76402 -3.45676 -0.80208
O -0.83681 -2.35199 -0.11691
C 0.51092 -4.04887 -1.02567
N 1.59019 -3.34324 -0.46280
H 3.37304 -2.80965 1.14387
H 4.12467 -2.21924 -0.44420
H 4.86941 -3.68623 0.32170
H 4.07217 -5.37408 -1.57100
H 2.25425 -6.45645 -2.75679
H -2.63577 -6.07681 -2.16607
Cl -0.27172 -4.65067 4.25981
C -0.18745 -2.83438 4.46059
Cl -1.83075 -2.04084 4.33468
Cl 0.70758 -2.13755 5.86894
C 0.48968 -2.29287 3.31523
N 1.06932 -1.85236 2.37169
C -2.96969 1.32081 1.06500
C -1.79220 0.71603 1.37604
N -0.63142 1.04338 0.72560
C -0.66354 1.83522 -0.31465
C -1.85136 2.56820 -0.69617
C -3.02496 2.34659 0.07427
C -1.70927 3.40842 -1.89824
C -2.68398 3.94220 -2.71730
C -3.65893 3.14206 -3.34827
C -4.43033 3.85784 -4.32556
C -4.98398 3.02341 -5.31534
N -4.88280 1.67716 -5.31467
C -4.35671 1.16081 -4.19791
N -3.72565 1.82512 -3.28032
H -3.82866 0.95882 1.55173
H -1.66558 0.09191 2.25942
H 0.31985 1.89851 -0.83354
H -3.96679 2.86345 -0.08107
H -0.71053 3.68807 -2.19559
H -2.65205 4.94352 -3.12999
H -4.36088 4.95584 -4.42539
H -5.43447 3.44745 -6.20634
H -4.62131 0.12933 -3.98981
```

Results
gap between HOMO and LUMO (alpha / beta)	1.6 / 1.6	eV
highest occupied orbital energy (alpha / beta)	-3.97 / -3.97	eV
total charge	0